[1]
Here is a cluster of 2 separate species, C3H10NO3 in total at a distorted geometry from the OMol25 dataset. Energies are from wB97M-V/def2-TZVPD.

Results
Strongest force on any atom, eV/Å: 3.829
HOMO, Ha: -0.0986
Kohn-Sham gap, eV: 6.1851
Energy relative to the best compared isomer or geometry (same formula, charge and spin), kJ/mol: 146.49
Net charge: -1

Cartesian coordinates (Å):
C1 -0.6941 1.2776 0.5580
O1 -1.3374 2.1433 -0.1507
C2 0.1303 -0.0024 -0.1449
C3 1.1646 0.5962 -1.0342
O2 2.1642 -0.3967 -1.3015
N1 0.7146 -1.0000 0.8456
H1 -1.4896 0.7026 1.1894
H2 0.1327 1.6837 1.1159
H3 -0.5912 -0.4395 -0.7655
H4 0.6401 0.9649 -2.0290
H5 1.7963 1.4078 -0.8252
H6 1.8683 -1.1280 -1.8924
H7 1.3450 -1.4940 0.2350
H8 1.2408 -0.5072 1.5625
H9 -2.4064 -1.1582 1.1003
H10 -1.0878 -1.8536 1.2077
O3 -2.0838 -2.0475 1.0657



[2]
Here is the ion C3H9N4S with charge +1 at a distorted geometry from the OMol25 dataset. Energies are from wB97M-V/def2-TZVPD.

Results
Strongest force on any atom, eV/Å: 4.626
HOMO, Ha: -0.5023
Kohn-Sham gap, eV: 10.2072
Energy relative to the best compared isomer or geometry (same formula, charge and spin), kJ/mol: 36.64
Net charge: +1

Cartesian coordinates (Å):
C1 -1.4955 -0.5346 0.0026
C2 -0.1430 1.4282 -0.3763
C3 0.7357 0.1723 -0.0078
N1 -0.2394 -0.8799 -0.2095
N2 -2.3808 -1.4613 0.1801
N3 1.1982 0.1837 1.4507
N4 1.8506 0.0897 -0.8410
S1 -1.7483 1.0647 0.2222
H1 0.1266 2.4013 0.0001
H2 -0.1316 1.4794 -1.5163
H3 0.2064 -1.8136 -0.0168
H4 -2.1760 -2.3473 -0.0848
H5 -3.3412 -1.2303 0.3864
H6 1.5688 1.0982 1.8144
H7 1.7658 -0.7113 1.5734
H8 1.5149 0.3380 -1.8456
H9 2.6886 0.7230 -0.7318



[3]
Here is a cluster of 13 separate species, C50H78O13S5 in total at a distorted geometry from the OMol25 dataset. Energies are from wB97M-V/def2-TZVPD.

Results
Strongest force on any atom, eV/Å: 6.569
HOMO, Ha: -0.3257
Kohn-Sham gap, eV: 8.9725

Cartesian coordinates (Å):
C1 2.6205 -13.6100 28.8724
S1 1.8662 -13.8879 30.5194
O1 2.4501 -15.1844 31.1691
C2 2.6276 -12.4190 31.3738
H1 3.6854 -13.6790 29.0945
H2 2.3582 -12.6191 28.5018
H3 2.3708 -14.4123 28.1781
H4 3.7159 -12.4055 31.3145
H5 2.3888 -12.4913 32.4349
H6 2.1618 -11.4607 31.1444
C3 7.3690 -4.4779 30.2164
S2 7.1441 -4.9107 32.0256
O2 5.7517 -5.6104 32.1413
C4 8.4701 -6.2324 32.1281
H7 7.0951 -3.4789 29.8772
H8 6.8890 -5.1696 29.5241
H9 8.4426 -4.4946 30.0293
H10 7.9306 -7.1743 32.0285
H11 8.9897 -6.0830 33.0746
H12 9.1953 -6.1834 31.3158
C5 -3.9765 0.1647 20.1272
S3 -2.9314 1.5125 19.3907
O3 -1.8860 0.6732 18.6331
C6 -4.0290 2.1258 18.0630
H13 -4.4674 -0.4669 19.3868
H14 -4.6738 0.6155 20.8334
H15 -3.1476 -0.3480 20.6152
H16 -5.0320 2.1669 18.4879
H17 -4.0046 1.4181 17.2343
H18 -3.5935 3.0625 17.7151
C7 1.1748 -4.6896 15.9752
S4 1.5943 -5.9495 14.7626
O4 0.9919 -7.2531 15.3015
C8 0.4185 -5.4232 13.4354
H19 1.4379 -3.7719 15.4491
H20 1.8192 -4.5512 16.8434
H21 0.1050 -4.7883 16.1590
H22 0.6290 -5.8381 12.4497
H23 0.5034 -4.3597 13.2118
H24 -0.6016 -5.6477 13.7469
C9 -4.4572 -13.5495 29.3518
S5 -6.0360 -14.5023 29.8695
O5 -6.4704 -15.5001 28.7820
C10 -5.4676 -15.4386 31.3663
H25 -3.5522 -14.1430 29.2214
H26 -4.2298 -12.7068 30.0046
H27 -4.6101 -13.0919 28.3744
H28 -5.3032 -14.8130 32.2437
H29 -4.5235 -15.8930 31.0659
H30 -6.1665 -16.1923 31.7288
C11 -5.7785 -8.4591 16.1299
C12 -6.4126 -7.2586 16.4521
C13 -6.2272 -6.6561 17.6547
C14 -5.4363 -7.2056 18.6114
C15 -4.7792 -8.3966 18.3629
C16 -4.8296 -9.0364 17.0942
H31 -5.8330 -8.7994 15.1064
H32 -7.0500 -6.7707 15.7296
H33 -6.7456 -5.7255 17.8326
H34 -5.4753 -6.6682 19.5474
H35 -4.0513 -8.8727 19.0031
H36 -4.2288 -9.9333 17.0634
C17 -8.6104 -1.9602 27.0777
C18 -7.8200 -2.7261 26.2922
C19 -6.4947 -2.9758 26.6636
C20 -5.9410 -2.5077 27.7886
C21 -6.7447 -1.7614 28.6379
C22 -8.0969 -1.4387 28.3038
H37 -9.6615 -1.7627 26.9274
H38 -8.2116 -3.0576 25.3419
H39 -5.8808 -3.5962 26.0276
H40 -4.9497 -2.7956 28.1063
H41 -6.4361 -1.4259 29.6170
H42 -8.7295 -0.9086 29.0005
C23 -0.6885 -6.7387 25.6247
C24 -0.3089 -5.8533 24.6276
C25 0.3230 -4.6229 24.9290
C26 0.7636 -4.3741 26.1746
C27 0.6222 -5.3470 27.1445
C28 -0.1040 -6.4964 26.9076
H43 -1.2556 -7.5908 25.2801
H44 -0.5508 -6.0230 23.5889
H45 0.5839 -4.0212 24.0709
H46 1.3166 -3.4746 26.4016
H47 1.0358 -5.1156 28.1150
H48 -0.1791 -7.2647 27.6629
C29 -3.9066 -3.8783 35.0865
C30 -3.5326 -2.6459 35.6508
C31 -2.2934 -2.1242 35.3630
C32 -1.3951 -2.8578 34.5851
C33 -1.7166 -4.1212 34.1347
C34 -3.0106 -4.5572 34.2513
H49 -4.8012 -4.4113 35.3724
H50 -4.2040 -2.2742 36.4108
H51 -2.0823 -1.0904 35.5936
H52 -0.3889 -2.5401 34.3552
H53 -0.9498 -4.7860 33.7652
H54 -3.1692 -5.5465 33.8481
O6 -11.3506 -11.3392 21.7408
C35 -10.5741 -10.9211 22.5814
O7 -10.9409 -10.6648 23.8412
C36 -9.8555 -10.0951 24.5858
C37 -8.5937 -10.5546 23.8865
C38 -9.0568 -10.6632 22.3638
H55 -9.9942 -10.2511 25.6556
H56 -9.8532 -9.0054 24.6131
H57 -8.1683 -11.5076 24.2007
H58 -7.8256 -9.7904 24.0054
H59 -8.5793 -11.4326 21.7572
H60 -8.8628 -9.7237 21.8462
O8 6.6699 -6.1404 19.8525
C39 6.6439 -7.2386 20.2487
O9 7.5968 -8.1375 20.2889
C40 7.1562 -9.4655 20.5239
C41 5.7740 -9.2542 21.1794
C42 5.3311 -7.9555 20.5449
H61 7.7640 -10.1203 21.1484
H62 7.0326 -9.8040 19.4952
H63 5.7830 -9.2444 22.2693
H64 5.0340 -9.9672 20.8158
H65 4.8613 -7.2970 21.2756
H66 4.7532 -8.1467 19.6407
O10 4.5915 2.2971 24.7904
C43 4.6639 2.9231 23.6719
O11 3.5740 3.2415 22.9843
C44 4.0053 3.8166 21.7414
C45 5.4105 4.3160 21.9560
C46 5.9296 3.3043 22.9563
H67 3.2949 4.5961 21.4662
H68 3.9650 3.0709 20.9474
H69 5.3936 5.3336 22.3462
H70 5.9170 4.3224 20.9908
H71 6.6046 3.8204 23.6391
H72 6.4780 2.4479 22.5640
O12 -1.9782 5.3704 31.1538
C47 -1.8639 4.5249 30.3213
O13 -2.7923 4.2548 29.3583
C48 -2.3659 3.2355 28.4925
C49 -1.6186 2.3891 29.5314
C50 -0.8118 3.4608 30.3489
H73 -1.7020 3.6076 27.7122
H74 -3.2045 2.7098 28.0360
H75 -1.0188 1.6268 29.0342
H76 -2.2929 1.8141 30.1661
H77 -0.0136 3.9073 29.7560
H78 -0.4376 3.0943 31.3049



Which formula does entry 1 have?
C3H10NO3